# 1
119
Properties=species:S:1:pos:R:3:forces:R:3 method="wB97M-V/def2-TZVPD" total_charge=0 e_homo_ev=-6.9 orbital_gap_ev=6.7 de_lowest_kj_mol=45.8
Hf -0.081516 0.917990 -0.541134 1.11 0.32 -1.26
C 4.058333 3.256632 1.327192 -0.02 -0.12 -0.06
C 3.641929 2.558372 0.016952 -0.15 0.06 0.07
C 2.754829 3.567117 -0.717691 0.04 -0.13 -0.24
P 2.820648 0.875214 0.359691 0.31 -0.18 -0.33
C 4.021688 0.278200 1.699144 -0.27 0.32 0.13
C 3.651526 -1.059476 2.300216 -0.04 -0.05 0.04
C 5.482754 0.230172 1.255263 0.00 0.05 0.00
C 3.239574 -0.404729 -0.906663 -0.01 -0.18 0.07
C 4.376472 -0.293230 -1.696726 -0.08 0.07 0.00
C 4.739102 -1.300659 -2.580019 -0.01 -0.05 -0.04
C 3.969316 -2.448268 -2.664708 0.01 0.03 0.00
C 2.820016 -2.563296 -1.891069 -0.02 0.07 0.06
C 2.414098 -1.560030 -1.008242 0.08 0.12 0.15
Si 0.648314 -1.635628 -0.222829 0.33 -0.78 -0.20
C -0.354203 -3.000381 -1.137437 0.06 0.03 0.03
C -0.089072 -4.359243 -0.916847 -0.01 -0.03 0.00
C -0.924226 -5.361250 -1.382624 0.02 0.04 0.02
C -2.098139 -5.023430 -2.042737 -0.02 0.05 -0.01
C -2.383734 -3.689363 -2.277213 -0.01 -0.05 0.00
C -1.505640 -2.678818 -1.871199 -0.01 0.05 0.04
P -1.861094 -0.928349 -2.310315 -0.12 -0.14 0.29
C -1.657417 -0.987788 -4.184456 0.16 0.13 0.10
C -0.164707 -1.068847 -4.516801 0.03 -0.04 0.03
C -2.342825 -2.096244 -4.985818 -0.03 0.05 0.06
C -3.714531 -0.820554 -1.910490 0.07 0.32 -0.02
C -3.974436 0.395411 -1.013885 -0.03 -0.08 -0.02
C -4.709071 -0.761033 -3.070502 0.05 -0.02 0.00
C 0.804479 -2.453538 1.503889 -0.20 0.13 0.06
C 1.762947 -3.448345 1.715290 -0.03 0.01 -0.03
C 2.000823 -3.994783 2.965267 0.01 0.00 -0.02
C 1.303318 -3.505700 4.058158 0.00 -0.01 0.01
C 0.328562 -2.536140 3.875942 -0.03 -0.08 -0.02
C 0.019476 -2.044454 2.605326 0.21 0.10 0.03
P -1.376489 -0.874198 2.315303 -0.14 -0.13 -0.06
C -2.124246 -0.410815 3.974535 0.21 0.05 0.01
C -2.676083 -1.466083 4.942262 -0.02 0.06 -0.04
C -1.205944 0.578657 4.703127 -0.19 -0.05 0.03
C -2.685323 -2.018279 1.610368 0.05 -0.02 0.10
C -2.608678 -3.482488 2.043814 -0.01 0.02 -0.09
C -4.090291 -1.444977 1.820577 0.03 0.00 -0.02
H 4.394015 4.267312 1.086005 -0.02 -0.03 -0.01
H 4.866906 2.769833 1.859932 0.07 -0.09 0.07
H 3.207527 3.350654 2.005519 -0.04 0.00 0.04
H 4.536321 2.381884 -0.583506 0.02 -0.05 -0.02
H 1.839494 3.761912 -0.149207 -0.02 0.00 -0.03
H 2.466345 3.233433 -1.709397 -0.02 0.03 0.08
H 3.296073 4.512449 -0.810479 0.01 -0.01 0.06
H 3.915219 1.019206 2.490775 0.04 0.13 0.06
H 3.667549 -1.832062 1.537591 0.00 -0.10 -0.03
H 2.664266 -1.048790 2.761800 -0.03 -0.07 -0.01
H 4.380551 -1.334208 3.069024 -0.03 0.02 -0.02
H 5.636485 -0.554514 0.514710 0.00 -0.01 0.03
H 6.102662 -0.006316 2.124660 0.01 0.02 -0.02
H 5.844063 1.167608 0.834458 0.00 0.00 -0.04
H 4.976411 0.608283 -1.654410 0.02 -0.05 0.02
H 5.618016 -1.183302 -3.202132 0.00 0.00 0.01
H 4.247121 -3.244980 -3.344654 -0.01 0.02 0.00
H 2.200176 -3.446108 -2.007605 0.03 0.01 -0.01
H 0.779859 -4.647535 -0.335960 -0.03 0.01 -0.05
H -0.676233 -6.400841 -1.204541 -0.02 0.01 0.02
H -2.785621 -5.792604 -2.372320 0.00 0.01 0.00
H -3.308847 -3.433701 -2.779588 0.02 0.01 -0.04
H -2.046117 -0.018388 -4.514498 0.04 0.03 -0.03
H 0.247123 -2.021385 -4.166860 -0.02 0.01 -0.03
H 0.408334 -0.269944 -4.060395 0.01 -0.01 -0.02
H -0.028186 -1.021358 -5.600488 -0.04 -0.04 0.02
H -1.915193 -3.068123 -4.741790 0.01 -0.01 -0.01
H -2.144570 -1.909333 -6.044259 0.00 -0.01 0.02
H -3.416859 -2.147941 -4.863301 -0.13 -0.02 0.03
H -3.915172 -1.719570 -1.327277 0.02 -0.09 0.05
H -3.935186 1.315693 -1.594674 -0.01 -0.01 0.04
H -3.238378 0.486290 -0.213484 0.01 0.01 0.04
H -4.967119 0.323384 -0.560928 0.02 -0.04 -0.02
H -4.424598 -0.006906 -3.808052 -0.01 -0.02 0.01
H -5.691044 -0.483196 -2.679014 0.02 0.02 -0.02
H -4.826537 -1.713824 -3.577231 0.00 -0.06 -0.05
H 2.381343 -3.764677 0.879803 0.00 0.00 0.04
H 2.754866 -4.762196 3.093411 -0.01 0.01 -0.01
H 1.505794 -3.884901 5.052545 0.01 0.03 0.00
H -0.193714 -2.173278 4.745153 -0.02 0.02 0.00
H -2.987230 0.165807 3.628117 -0.04 0.05 0.00
H -1.913302 -2.112229 5.366358 -0.01 0.00 0.04
H -3.425033 -2.105367 4.484263 0.00 -0.03 -0.01
H -3.156433 -0.945748 5.775912 -0.01 -0.01 -0.01
H -0.225063 0.149069 4.919913 -0.11 -0.01 0.02
H -1.655714 0.877549 5.653494 -0.02 -0.02 0.00
H -1.044474 1.479980 4.108800 -0.14 -0.20 0.18
H -2.480962 -1.991467 0.539874 0.04 0.00 -0.16
H -2.648095 -3.594625 3.127063 -0.01 -0.01 0.02
H -1.692302 -3.954937 1.691858 0.04 0.01 0.00
H -3.450619 -4.032410 1.611741 0.02 0.01 0.02
H -4.460970 -1.638930 2.826851 0.01 0.00 -0.02
H -4.786705 -1.918082 1.124599 -0.01 0.00 -0.02
H -4.130594 -0.369038 1.650915 -0.02 0.00 -0.01
S -0.919715 4.803553 2.098962 -0.03 -0.02 0.01
C 0.133362 3.862434 3.110073 -0.04 0.03 -0.11
C 0.703673 4.206899 4.330727 -0.04 0.01 0.01
C 1.517114 3.278955 4.954850 -0.04 0.03 -0.01
C 1.735935 2.024945 4.378688 0.09 0.01 -0.10
C 1.160840 1.683911 3.170640 0.21 0.11 -0.12
C 0.365063 2.621533 2.514102 0.10 -0.02 -0.08
N -0.273292 2.453076 1.285945 0.15 -0.04 -0.35
C -0.977267 3.506194 0.945709 0.17 0.19 0.19
C -1.652685 3.615953 -0.339099 -0.22 -0.09 -0.18
C -2.324892 4.795268 -0.696536 0.10 0.04 0.18
C -2.876168 4.913930 -1.949944 -0.06 0.04 0.00
C -2.730641 3.862810 -2.857026 0.02 -0.02 -0.01
C -2.065701 2.709271 -2.489650 -0.07 0.01 0.04
C -1.528944 2.516426 -1.206343 -0.59 0.50 -0.04
H 0.512087 5.174896 4.775715 0.03 -0.03 0.00
H 1.976452 3.524626 5.903439 0.00 -0.01 -0.02
H 2.360511 1.302784 4.890511 -0.02 0.00 0.00
H 1.299968 0.701772 2.741839 0.00 -0.03 0.00
H -2.399254 5.618039 0.007631 -0.02 0.01 -0.03
H -3.402373 5.816053 -2.234113 0.02 0.00 0.00
H -3.134122 3.961343 -3.858129 0.01 -0.01 0.00
H -1.934686 1.927556 -3.228745 -0.01 -0.01 -0.03
S 1.134346 1.310494 -2.500750 -0.73 -0.09 1.50

# 2
16
Properties=species:S:1:pos:R:3:forces:R:3 method="wB97M-V/def2-TZVPD" total_charge=0 e_homo_ev=-10.1 orbital_gap_ev=11.0 smiles="CCC(=O)CO.[H][H]" de_lowest_kj_mol=226.6
C -2.133214 -0.629100 -0.095979 -0.14 0.00 0.02
C -1.064290 0.301166 0.462958 -0.11 0.10 0.04
C 0.218109 0.183187 -0.282023 -0.38 0.30 -0.75
O 0.276815 -0.444263 -1.332559 -0.41 0.04 0.37
C 1.495834 0.957962 0.048116 -0.36 0.11 -0.16
O 2.477562 0.235841 -0.638572 -0.40 0.20 -1.23
H -3.101404 -0.403049 0.354547 0.06 -0.07 -0.03
H -2.211096 -0.514123 -1.180264 -0.03 -0.01 0.20
H -1.889272 -1.677316 0.105111 -0.01 0.19 -0.02
H -1.344616 1.354443 0.331923 -0.14 -0.02 0.14
H -0.904094 0.156160 1.537837 0.08 0.04 -0.16
H 1.661950 1.107351 1.128548 0.12 -0.37 -0.43
H 1.377097 1.944064 -0.416828 -0.11 0.17 0.14
H 1.820356 -0.222431 -1.320746 1.79 0.59 0.82
H 1.344350 -1.291197 0.826186 0.36 -0.51 0.39
H 1.975916 -1.058700 0.471751 -0.30 -0.77 0.64

# 3
8
Properties=species:S:1:pos:R:3:forces:R:3 method="wB97M-V/def2-TZVPD" total_charge=0 e_homo_ev=-9.9 orbital_gap_ev=9.8 de_lowest_kj_mol=241.0
C 1.127199 0.225342 -0.764201 -2.32 2.24 0.07
F 2.030989 -0.771614 -0.657294 -0.36 0.16 0.11
F -0.623267 -0.997953 1.963585 -0.34 -0.12 -0.53
F -2.111888 -1.015788 -0.223237 0.10 0.35 0.51
F -1.637748 1.150195 1.248491 -0.37 0.04 -0.37
Si -1.073513 -0.200570 0.659793 3.43 0.10 -1.25
H 0.738248 0.353986 -1.857926 0.71 -0.48 2.06
H 1.549981 1.256400 -0.369212 -0.85 -2.30 -0.60

# 4
12
Properties=species:S:1:pos:R:3:forces:R:3 method="wB97M-V/def2-TZVPD" total_charge=+2 e_homo_ev="-16.2 / -16.2" spin_multiplicity=2 orbital_gap_ev="5.4 / 5.4" de_lowest_kj_mol=197.6
O 1.014275 -1.625660 1.167743 0.66 -2.98 -0.17
Sc 1.484708 -3.630790 0.704835 -0.42 0.96 0.47
C 1.249002 -0.433752 1.013059 -0.69 2.11 -2.57
C 1.563166 0.211908 -0.379743 1.20 0.52 5.01
H 0.823548 0.231335 1.786435 0.84 -0.07 0.18
H 1.569861 -0.564647 -1.152551 -1.19 1.06 -0.36
H 2.576809 0.646253 -0.371567 0.25 -0.35 0.21
H 1.073168 1.182873 0.031238 -0.56 -1.15 -2.87
C -1.652876 0.630376 -0.852875 -0.93 -0.06 0.35
C -2.887526 0.989568 -0.704373 0.65 0.15 -0.10
H -3.289729 1.807292 -1.317383 0.05 -0.23 0.09
H -3.524406 0.555245 0.075181 0.15 0.04 -0.24

Number 1: calculated total energy -4117.15379 hartree. Number 2: calculated total energy -308.81185 hartree. Number 3: calculated total energy -728.37071 hartree. Number 4: calculated total energy -991.06357 hartree.